(1)
Entry from the OMol25 dataset: 15 unconnected molecules or ions with the total composition C70H185N15O20 at a distorted geometry (ωB97M-V with the def2-TZVPD basis set).

The geometry in XYZ format:
```
290
C70H185N15O20 ωB97M-V with the def2-TZVPD basis set
C 20.55558 9.66165 -5.68141
O 21.49414 8.85539 -6.42584
C 21.76375 7.70071 -5.63931
C 22.85291 6.86213 -6.38384
N 24.10785 7.64351 -6.25368
C 25.23425 6.86259 -6.83430
C 25.79143 5.85334 -5.84387
O 25.01773 4.69546 -5.96946
C 25.44060 3.57924 -5.20604
H 20.34874 10.62647 -6.14450
H 20.83158 9.90670 -4.65581
H 19.61389 9.12253 -5.57812
H 20.86817 7.09300 -5.50998
H 22.17599 7.80726 -4.63592
H 22.60354 6.67070 -7.42752
H 22.91774 6.00311 -5.71602
H 23.92404 8.52091 -6.71897
H 26.02218 7.57135 -7.08914
H 25.01478 6.41730 -7.80469
H 25.86775 6.19052 -4.81014
H 26.79209 5.64515 -6.22260
H 24.78117 2.78981 -5.56667
H 25.37623 3.79945 -4.14046
H 26.43468 3.29195 -5.54863
C 13.73041 10.87778 -13.32585
O 13.59341 11.38460 -14.60666
C 14.41225 10.76531 -15.52836
C 14.35701 11.62698 -16.79151
N 15.20872 11.03275 -17.82641
C 14.97293 11.55580 -19.18311
C 15.29153 13.05566 -19.21763
O 16.50526 13.36097 -18.50633
C 16.75936 14.74075 -18.12725
H 14.68558 11.09652 -12.84846
H 13.51628 9.80903 -13.33221
H 12.97368 11.38071 -12.72376
H 14.13619 9.73708 -15.76211
H 15.46938 10.57941 -15.33856
H 14.64559 12.64357 -16.52437
H 13.31114 11.68956 -17.09207
H 16.18028 11.18242 -17.59455
H 13.97769 11.30078 -19.54719
H 15.64647 11.01456 -19.84756
H 14.56368 13.66130 -18.67769
H 15.35826 13.47739 -20.22053
H 16.87245 15.45579 -18.94213
H 17.60996 14.83366 -17.45201
H 15.92670 15.17568 -17.57441
C 12.18054 16.17848 -18.29775
O 11.48280 15.55151 -17.20729
C 12.35388 15.04154 -16.18195
C 11.43990 14.63803 -15.03898
N 12.06862 14.41179 -13.75125
C 13.04195 15.39140 -13.28093
C 13.62595 14.96322 -11.95256
O 14.48863 13.82786 -12.13747
C 14.70337 13.13881 -10.88071
H 13.08370 15.66795 -18.63207
H 12.45647 17.20910 -18.07462
H 11.47898 16.17970 -19.13196
H 12.97163 15.90340 -15.92960
H 12.96870 14.22308 -16.55640
H 10.83399 13.79231 -15.36415
H 10.75568 15.45988 -14.82802
H 12.60085 13.55441 -13.79276
H 12.55459 16.36322 -13.20253
H 13.88332 15.53149 -13.95958
H 12.78585 14.84931 -11.26746
H 14.20518 15.78875 -11.53894
H 15.13473 13.78153 -10.11330
H 15.30490 12.23283 -10.95459
H 13.80383 12.72396 -10.42591
C 17.24674 7.31933 -14.39000
O 17.95646 6.05441 -14.55445
C 19.22182 6.02716 -13.84948
C 20.13842 4.82289 -14.30320
N 20.32654 4.81914 -15.76955
C 21.04458 3.54572 -16.14213
C 20.99708 3.34883 -17.64288
O 19.62235 3.50316 -18.05643
C 18.75513 2.36412 -17.95056
H 17.93576 7.99395 -14.89816
H 16.94626 7.62291 -13.38717
H 16.34771 7.29748 -15.00593
H 19.03937 5.92150 -12.78007
H 19.77754 6.96269 -13.91316
H 19.54318 3.96994 -13.97721
H 21.06726 4.79865 -13.73332
H 19.38842 4.75579 -16.13834
H 20.48821 2.67113 -15.80501
H 22.04988 3.42566 -15.73835
H 21.41993 2.42035 -18.02658
H 21.38772 4.15907 -18.25852
H 19.30026 1.42033 -17.96451
H 17.94780 2.39289 -18.68233
H 18.23485 2.31913 -16.99381
C 21.83371 11.50702 -19.39832
O 20.58629 12.05896 -19.83695
C 19.70836 12.49396 -18.77724
C 18.90162 11.25637 -18.41755
N 18.28865 11.41166 -17.10984
C 19.21958 11.13605 -16.00934
C 18.57436 11.30213 -14.57986
O 18.23121 12.68337 -14.33842
C 17.70192 12.88797 -13.06999
H 22.23623 11.12991 -20.33846
H 21.86321 10.60706 -18.78407
H 22.42781 12.26529 -18.88827
H 19.00963 13.27633 -19.07351
H 20.35931 12.98130 -18.05138
H 19.45342 10.32322 -18.53084
H 18.08473 11.24098 -19.13905
H 17.84967 12.32031 -17.06793
H 20.11292 11.76040 -16.02484
H 19.42805 10.06664 -15.97759
H 19.20820 10.83411 -13.82667
H 17.69254 10.66197 -14.55343
H 16.80440 12.31121 -12.84658
H 17.40743 13.93282 -12.97169
H 18.41306 12.74248 -12.25685
C 9.92551 8.26282 -10.93469
C 10.32458 8.04320 -9.52244
C 9.13130 7.41765 -8.69616
O 9.31929 7.63543 -7.30368
C 8.38630 6.97604 -6.46913
N 11.57722 7.26481 -9.47680
H 9.00840 8.85185 -10.94145
H 9.60187 7.38785 -11.49841
H 10.68219 8.79203 -11.51390
H 10.41690 9.04557 -9.10430
H 9.09456 6.35997 -8.95703
H 8.19944 7.73818 -9.16199
H 8.78432 7.04208 -5.45655
H 8.30734 5.91695 -6.71450
H 7.37383 7.37576 -6.41244
H 11.78763 7.32975 -8.49109
H 11.34824 6.28642 -9.57882
C 15.80315 4.92017 -11.08848
C 14.87624 3.77186 -10.62225
C 15.36845 3.19429 -9.30537
O 16.64262 2.61450 -9.40814
C 17.07937 1.83691 -8.34160
N 13.55209 4.22819 -10.58422
H 16.12072 5.66089 -10.35460
H 15.48853 5.40491 -12.01268
H 16.73980 4.41361 -11.32128
H 15.00988 2.97479 -11.35363
H 14.73509 2.40779 -8.89506
H 15.34323 3.92820 -8.49987
H 18.12999 1.55807 -8.42259
H 16.51305 0.94724 -8.06616
H 17.00269 2.49434 -7.47557
H 13.62168 5.16605 -10.21587
H 13.17468 4.42951 -11.49918
C 14.52895 13.77563 -6.34190
C 15.33221 14.22334 -5.14056
C 16.33644 13.16854 -4.80252
O 15.66531 12.00099 -4.29535
C 16.44077 10.82265 -4.35504
N 15.80446 15.61287 -5.34829
H 13.76898 14.47295 -6.69445
H 14.00353 12.83478 -6.17812
H 15.26858 13.62673 -7.12860
H 14.63725 14.29468 -4.30388
H 17.03867 13.51442 -4.04401
H 16.94377 12.90333 -5.66791
H 15.85798 10.09117 -3.79523
H 17.37063 10.99635 -3.81347
H 16.68229 10.49529 -5.36628
H 16.36174 16.02617 -4.61431
H 14.96732 16.17502 -5.40552
C 19.42168 6.32308 -8.94083
C 20.41783 5.21352 -9.44469
C 20.44635 3.97130 -8.55178
O 20.86962 4.36821 -7.25603
C 20.71872 3.35390 -6.31506
N 20.08638 4.92081 -10.80217
H 19.72135 7.30319 -9.31189
H 19.39691 6.21235 -7.85675
H 18.40898 6.29138 -9.34276
H 21.39238 5.69386 -9.53195
H 21.01589 3.22975 -9.11199
H 19.44575 3.55320 -8.44176
H 21.17379 3.80490 -5.43323
H 21.29961 2.45467 -6.52017
H 19.65036 3.21461 -6.14981
H 20.72470 4.25137 -11.20774
H 19.19496 4.45229 -10.87938
C 19.16088 10.97701 -9.56898
C 17.62071 11.14143 -9.70633
C 16.95504 9.77692 -10.01391
O 15.53370 9.92422 -10.26072
C 14.77927 8.73206 -10.58014
N 17.15609 11.70004 -8.47077
H 19.33484 10.19656 -8.82821
H 19.66153 11.88881 -9.24332
H 19.70233 10.63490 -10.45096
H 17.42116 11.95412 -10.40477
H 17.16470 9.03875 -9.23980
H 17.41175 9.48213 -10.95869
H 13.71745 8.97823 -10.57305
H 14.98469 7.90500 -9.90053
H 15.06596 8.51743 -11.60963
H 16.14887 11.62612 -8.48227
H 17.36144 12.68522 -8.55657
C 22.41281 14.05452 -9.33770
C 22.16675 14.39829 -7.89535
C 23.49025 14.32663 -7.13024
O 24.10788 13.06393 -7.29260
C 25.32504 13.10273 -6.59117
N 21.53619 15.72011 -7.76694
H 23.15806 14.70580 -9.79435
H 21.53707 14.02471 -9.98599
H 22.87559 13.07877 -9.48559
H 21.49710 13.63345 -7.50205
H 23.27926 14.71489 -6.13383
H 24.16507 15.01646 -7.63705
H 25.05845 13.24192 -5.54347
H 26.08840 13.83488 -6.85450
H 25.69724 12.11101 -6.84819
H 22.32739 16.32582 -7.93192
H 20.90363 15.73055 -8.55424
C 17.19438 17.18887 -8.61619
C 17.18318 15.69409 -8.85831
C 17.99749 15.31999 -10.17527
O 19.34991 15.75479 -10.28948
C 19.87134 15.43725 -11.58290
N 17.55563 14.97645 -7.70752
H 16.45430 17.37261 -7.83734
H 16.78449 17.74679 -9.45810
H 18.12467 17.68246 -8.33506
H 16.17399 15.32260 -9.03614
H 17.56717 15.84248 -11.02962
H 17.94586 14.25914 -10.42031
H 20.93017 15.69590 -11.59175
H 19.42186 15.97511 -12.41763
H 19.87823 14.35317 -11.69612
H 18.55469 14.90467 -7.57778
H 17.15662 15.35784 -6.86169
C 23.98506 15.48063 -13.72052
C 23.37019 14.53230 -14.76539
C 22.43587 13.54252 -14.06685
O 23.14781 12.58875 -13.32044
C 22.44418 11.53004 -12.75015
N 22.77364 15.32308 -15.82572
H 23.29290 16.05507 -13.10487
H 24.50728 16.29066 -14.22967
H 24.62463 14.92965 -13.03097
H 24.13466 13.98110 -15.31299
H 21.89847 13.02821 -14.86359
H 21.71499 14.12985 -13.49810
H 22.19740 10.70976 -13.42419
H 21.52329 11.96241 -12.35884
H 23.09320 11.13500 -11.96860
H 23.48237 15.91040 -16.24148
H 22.03362 15.87012 -15.40952
C 7.30303 10.98415 -8.58993
C 8.21493 11.75454 -7.65053
C 9.42478 12.40435 -8.38255
O 10.32243 11.41344 -8.81439
C 11.40636 11.88937 -9.60695
N 7.41164 12.76478 -6.93690
H 6.96715 11.47100 -9.50549
H 6.41663 10.51602 -8.16186
H 7.86315 10.11675 -8.93918
H 8.61035 11.04292 -6.92573
H 9.94571 13.15212 -7.78459
H 9.12215 13.04402 -9.21161
H 11.96413 12.59160 -8.98739
H 11.16183 12.36031 -10.55906
H 12.12886 11.12036 -9.88030
H 6.91573 13.31791 -7.62117
H 6.70505 12.45515 -6.28501
C 13.99516 9.42690 -6.97901
C 13.72998 7.92084 -6.86135
C 14.48386 7.16762 -5.74501
O 15.85380 7.43748 -5.57234
C 16.62049 7.01308 -6.67749
N 12.32541 7.86953 -6.57707
H 13.84497 9.84153 -5.98220
H 13.25798 9.88443 -7.63880
H 14.99334 9.60756 -7.37789
H 13.86572 7.45397 -7.83690
H 14.27668 6.09757 -5.73221
H 14.06041 7.39242 -4.76611
H 16.37172 5.97835 -6.91318
H 17.70048 7.00818 -6.53019
H 16.45426 7.66494 -7.53513
H 11.87880 8.70973 -6.91575
H 12.13030 7.97007 -5.59121
```

## Properties
**E_HOMO**: -8.322 eV
**Electronic energy**: -5103.5586 hartree
**Relative energy (zero: lowest compared OMol25 entry of this formula, charge and spin)**: 100.5 kcal/mol
**Total charge**: 0
**Kohn-Sham gap**: 8.891 eV
**Max |F|**: 0.053 hartree/bohr
**LUMO level**: 0.57 eV

(2)
Entry from the OMol25 dataset: a molecular structure, C70H59As2N4O6P2W at a distorted geometry (ωB97M-V with the def2-TZVPD basis set).

The geometry in XYZ format:
```
144
C70H59As2N4O6P2W ωB97M-V with the def2-TZVPD basis set
W 0.35546 -0.58055 0.22213
O 3.56964 -2.92423 -1.09084
C 2.91601 -2.04283 -0.45206
O 1.70859 -1.87566 -0.63513
C 3.56766 -1.17054 0.52833
C 4.91643 -1.06393 0.76254
C 5.35446 0.00705 1.53906
C 4.42700 0.93064 1.97232
C 3.08040 0.68543 1.72440
N 2.66404 -0.38159 1.08344
C 1.99652 1.69660 1.98486
O 2.20173 2.86591 1.96057
O 1.19294 1.07228 -0.19407
H 2.98984 -3.38595 -1.75874
H 5.60158 -1.77972 0.32376
H 6.40690 0.14290 1.75418
H 4.72140 1.83699 2.48782
C 0.08984 -3.92791 1.18119
C -1.24520 -3.67086 0.48395
As -0.94148 -2.54648 -1.10253
C 0.10893 -3.85199 -2.10056
C -0.09353 -5.21372 -1.94356
C 0.70679 -6.12057 -2.63242
C 1.69511 -5.67817 -3.49997
C 1.85858 -4.31178 -3.71685
C 1.06411 -3.41096 -3.01481
C -2.62824 -2.78598 -2.00375
C -3.80343 -2.85158 -1.27033
C -4.99263 -3.12213 -1.93004
C -5.00012 -3.30618 -3.30633
C -3.81977 -3.19946 -4.03506
C -2.62690 -2.92579 -3.38635
As 0.59158 -2.30894 2.19313
C 2.03292 -2.98173 3.27818
C 2.04935 -2.68616 4.63440
C 3.05501 -3.21455 5.42980
C 4.04234 -4.01864 4.86914
C 4.03196 -4.28823 3.50669
C 3.03118 -3.76022 2.70436
C -0.87896 -2.43943 3.47178
C -1.11505 -3.69234 4.02887
C -2.16265 -3.86499 4.91843
C -2.96326 -2.78644 5.27875
C -2.71021 -1.53171 4.74708
C -1.67224 -1.35715 3.83861
H 0.86205 -4.17896 0.45662
H 0.02910 -4.74795 1.88495
H -1.92287 -3.14567 1.15147
H -1.73952 -4.58630 0.18258
H -0.88512 -5.58942 -1.31017
H 0.54854 -7.18247 -2.49311
H 2.32129 -6.39048 -4.02168
H 2.58439 -3.95913 -4.44182
H 1.14787 -2.35340 -3.20982
H -3.80422 -2.70736 -0.19682
H -5.91374 -3.19223 -1.36633
H -5.92907 -3.52850 -3.81544
H -3.82698 -3.34071 -5.10818
H -1.70614 -2.85873 -3.95065
H 1.26765 -2.08556 5.07970
H 3.05745 -3.01102 6.49318
H 4.81566 -4.44169 5.49751
H 4.79455 -4.92158 3.07044
H 3.02611 -3.98368 1.64167
H -0.46849 -4.53066 3.80899
H -2.34656 -4.84561 5.33905
H -3.77792 -2.92743 5.97759
H -3.31566 -0.68221 5.03971
H -1.49798 -0.37671 3.43247
O -1.27405 -0.70841 1.09738
O -1.32556 0.16502 -0.05907
C -0.48701 0.25527 -4.04286
P 0.42569 0.37703 -2.46629
C 2.11458 0.84562 -2.93149
C 2.58004 2.15714 -2.86848
C 3.85928 2.46508 -3.30365
C 4.68368 1.47453 -3.82245
C 4.23239 0.16335 -3.88654
C 2.95899 -0.14991 -3.43234
C -0.37284 1.82632 -1.69614
C 0.42641 2.24586 -0.48226
C -0.36670 2.83855 0.72447
C -1.75784 3.26698 0.32360
C -2.31624 3.01256 -0.85828
C -1.64984 2.16310 -1.84729
P -0.16712 1.63413 -5.29039
C -1.28486 1.05144 -6.61729
C -1.60153 1.98839 -7.60254
C -2.47130 1.66153 -8.63055
C -3.02029 0.38682 -8.70276
C -2.68514 -0.55852 -7.75177
C -1.81185 -0.23288 -6.71718
C -1.11779 3.05275 -4.63647
C -2.51471 3.06162 -4.57801
C -3.18792 4.16695 -4.07846
C -2.47322 5.27947 -3.64002
C -1.08786 5.28724 -3.71587
C -0.41480 4.17937 -4.22350
H -1.55032 0.08453 -3.84912
H -0.09743 -0.63299 -4.55228
H 1.94210 2.95292 -2.50770
H 4.21113 3.48734 -3.24473
H 5.66894 1.72737 -4.19289
H 4.86752 -0.61089 -4.29862
H 2.62167 -1.17404 -3.50434
H 1.14156 3.00629 -0.77323
H 0.16561 3.74818 0.99460
H -2.31222 3.82915 1.06911
H -3.31585 3.36566 -1.07838
H -2.24177 1.78403 -2.66923
H -1.16934 2.98255 -7.56076
H -2.71906 2.40304 -9.37964
H -3.69567 0.13077 -9.50916
H -3.10497 -1.55572 -7.80951
H -1.56110 -0.99486 -5.98813
H -3.07973 2.20529 -4.93351
H -4.27124 4.17136 -4.04916
H -3.00057 6.14880 -3.26597
H -0.53122 6.16169 -3.40163
H 0.66713 4.20383 -4.32692
N 0.34911 3.59850 6.70832
C -0.16538 4.61228 7.50017
C 0.22929 5.13833 8.73041
C -0.53135 6.17291 9.22158
C -1.63686 6.67950 8.51143
C -1.99930 6.17407 7.28325
C -1.23499 5.12905 6.76266
N -1.35029 4.45978 5.54995
C -0.40414 3.57180 5.55795
C -0.18159 2.63867 4.44400
C 0.50736 1.36177 4.65204
C 0.91058 0.61690 3.62624
N 0.71321 1.06463 2.24006
C -0.45375 2.00120 2.05709
C -0.61471 2.93763 3.22130
H 1.17680 3.06823 6.91337
H 1.09584 4.77156 9.26655
H -0.27611 6.60423 10.18106
H -2.21531 7.48275 8.95062
H -2.85275 6.55418 6.73639
H 0.67769 0.99819 5.65975
H 1.50153 -0.27727 3.75242
H -1.33771 1.36993 2.00479
H -1.12991 3.87926 3.06003
```

## Properties
**E_HOMO**: -13.171 eV
**Electronic energy**: -8593.7164 hartree
**Relative energy (zero: lowest compared OMol25 entry of this formula, charge and spin)**: 22.1 kcal/mol
**Total charge**: +3
**Kohn-Sham gap**: 4.313 eV
**Max |F|**: 0.061 hartree/bohr
**LUMO level**: -8.86 eV